[1]
ORCA calculation (ωB97M-V/def2-TZVPD) on a cluster of 4 separate species, C47H67N2O13 in total at a distorted geometry.

```
129
Properties=species:S:1:pos:R:3:forces:R:3
C 6.468 -3.827 3.178 0.8 -0.2 -0.3
C 7.889 -3.479 3.809 -1.2 0.9 0.2
C 8.407 -2.145 3.173 0.1 -0.1 -0.3
C 9.110 -2.321 1.778 0.1 0.2 0.2
C 8.895 -1.100 0.801 0.3 -0.5 0.6
C 8.909 0.303 1.507 -0.3 0.4 -0.9
C 9.672 1.423 0.699 -0.1 0.6 0.9
C 8.964 2.813 0.931 0.1 -0.1 -0.3
C 7.625 2.948 0.077 0.8 -0.8 0.8
C 6.365 3.289 0.946 -0.8 -0.2 -0.5
C 5.359 4.310 0.260 1.1 0.3 0.1
C 5.242 5.647 1.092 -0.3 0.5 -1.2
C 3.807 5.973 1.622 0.2 -0.2 0.8
C 3.042 4.747 2.247 -0.5 0.8 -0.2
C 2.154 5.230 3.460 1.4 -0.6 0.2
C 1.778 4.012 4.392 -0.9 0.5 0.2
C 0.234 3.757 4.484 2.8 0.9 -1.6
C -0.500 3.923 3.227 -3.7 -1.2 2.0
C -1.927 3.628 3.361 4.4 0.5 1.2
C -2.279 3.239 4.700 -3.8 -0.4 -0.7
C -3.780 2.857 4.931 0.4 -1.1 0.3
C -3.928 1.448 5.652 0.3 -0.1 -0.5
C -3.879 0.268 4.597 -1.0 -0.5 1.6
C -5.329 -0.155 4.133 1.3 -0.1 -0.9
C -5.207 -1.142 2.907 -0.9 0.4 -0.1
C -6.431 -0.994 1.924 0.5 -0.7 -0.5
C -6.124 -0.030 0.715 -0.6 -0.5 0.5
C -7.426 0.510 0.012 0.7 0.7 0.3
O -7.364 0.328 -1.412 -0.2 0.7 0.4
C -7.361 1.582 -2.093 0.1 0.1 -0.7
N -1.487 3.165 5.768 -0.2 0.4 -2.1
N -0.195 3.427 5.680 0.0 0.0 -0.3
H 5.633 -3.518 3.852 0.7 -0.2 -0.6
H 6.381 -3.272 2.210 -0.1 -0.6 0.7
H 6.394 -4.922 2.962 -0.2 0.9 0.2
H 7.678 -3.267 4.889 0.6 -0.4 -0.7
H 8.609 -4.319 3.716 -0.4 0.6 0.0
H 7.516 -1.482 3.036 0.7 -0.4 0.3
H 9.127 -1.615 3.844 -0.7 -0.4 -0.4
H 10.205 -2.436 1.972 -0.8 0.0 -0.2
H 8.759 -3.260 1.276 0.3 0.7 0.4
H 9.710 -1.140 0.037 -0.7 0.0 0.4
H 7.909 -1.256 0.295 0.8 0.3 0.2
H 9.331 0.291 2.537 -0.3 -0.2 -0.7
H 7.843 0.643 1.584 0.8 -0.3 0.2
H 10.714 1.505 1.095 -0.7 -0.2 -0.4
H 9.746 1.216 -0.393 -0.2 0.0 0.7
H 9.676 3.636 0.669 -0.6 -0.6 0.1
H 8.733 2.944 2.022 0.2 -0.2 -0.8
H 7.481 1.932 -0.377 -0.1 1.0 0.1
H 7.832 3.667 -0.745 -0.5 -0.4 0.5
H 6.660 3.657 1.958 -0.1 -0.1 -0.8
H 5.790 2.343 1.131 0.6 0.6 -0.1
H 5.802 4.572 -0.735 -0.5 -0.3 0.8
H 4.371 3.846 0.043 0.6 0.3 0.3
H 6.026 5.692 1.889 -0.9 -0.2 -0.4
H 5.512 6.480 0.389 -0.2 -0.6 0.7
H 3.147 6.431 0.852 0.6 -0.3 0.3
H 3.934 6.744 2.430 -0.2 -0.5 -0.7
H 2.377 4.313 1.457 0.6 0.0 0.6
H 3.751 3.948 2.579 -0.6 0.7 -0.2
H 2.826 5.891 4.067 -0.7 -0.4 -0.4
H 1.295 5.868 3.154 0.5 -0.5 0.1
H 2.165 4.229 5.416 -0.4 -0.5 -0.7
H 2.261 3.077 4.019 -0.4 0.7 0.3
H -0.058 4.231 2.266 0.0 -0.3 0.8
H -2.622 3.694 2.506 0.3 -0.2 0.9
H -4.254 2.709 3.930 0.3 0.5 0.8
H -4.330 3.631 5.509 0.5 -0.3 -0.5
H -3.119 1.248 6.394 -0.5 0.4 -0.4
H -4.884 1.434 6.231 0.7 -0.1 -0.6
H -3.194 0.481 3.746 -0.5 0.0 0.5
H -3.479 -0.616 5.160 0.0 0.7 -0.7
H -5.897 0.770 3.870 0.2 -0.7 0.1
H -5.855 -0.710 4.942 0.3 0.7 -0.4
H -5.171 -2.190 3.299 0.1 0.9 -0.3
H -4.282 -0.945 2.307 -0.6 -0.2 0.6
H -6.601 -2.013 1.485 -0.2 0.9 0.4
H -7.357 -0.698 2.474 0.7 -0.2 -0.3
H -5.570 -0.615 -0.056 -0.2 0.7 0.6
H -5.485 0.802 1.110 -0.5 -0.5 -0.6
H -8.350 0.035 0.419 0.7 0.2 -0.4
H -7.482 1.617 0.195 -0.2 -0.9 0.1
H -7.390 1.372 -3.188 0.0 0.1 0.8
H -8.259 2.203 -1.845 0.7 -0.5 -0.1
H -6.425 2.170 -1.889 -0.7 -0.4 0.0
H -1.861 2.873 6.674 0.2 0.1 -0.3
C -6.973 -2.350 -3.537 0.3 0.2 0.2
C -7.555 -3.263 -4.323 -0.7 0.5 0.2
C -6.770 -4.374 -4.946 0.5 -0.3 -0.1
O -7.344 -5.192 -5.638 -0.3 0.2 0.1
C -5.330 -4.423 -4.694 -0.2 -0.1 -0.2
C -4.749 -3.509 -3.912 0.5 -0.4 -0.2
C -5.537 -2.414 -3.267 -0.7 0.3 0.1
O -4.962 -1.614 -2.547 0.4 -0.2 -0.1
O -3.425 -3.529 -3.665 -0.5 0.4 0.2
O -8.869 -3.227 -4.591 0.7 -0.4 -0.2
H -7.529 -1.543 -3.079 0.0 0.0 0.1
H -4.769 -5.220 -5.163 0.0 0.0 0.0
H -3.259 -2.769 -3.076 0.0 -0.1 0.0
H -9.039 -3.991 -5.176 -0.1 0.1 0.0
C -3.386 -8.400 -7.633 0.0 0.2 0.3
C -2.702 -8.869 -8.683 -0.7 -0.5 -0.1
C -1.328 -8.371 -9.006 0.6 0.4 0.1
O -0.736 -8.839 -9.960 -0.3 -0.2 0.0
C -0.757 -7.329 -8.154 0.0 -0.2 -0.2
C -1.444 -6.860 -7.107 0.7 0.5 0.1
C -2.805 -7.378 -6.770 -0.5 -0.4 -0.2
O -3.384 -6.932 -5.794 0.3 0.2 0.0
O -0.945 -5.901 -6.308 -0.7 -0.4 0.0
O -3.212 -9.806 -9.495 0.7 0.4 0.1
H -4.379 -8.753 -7.388 0.0 0.0 0.0
H 0.228 -6.965 -8.407 0.0 0.0 0.0
H -1.630 -5.741 -5.631 0.1 0.0 0.0
H -2.524 -9.972 -10.169 -0.1 -0.1 0.0
C -3.093 1.239 -2.524 -0.1 -0.1 0.3
C -2.495 2.021 -3.432 -0.5 -0.4 -0.4
C -1.406 2.973 -3.046 0.3 0.2 0.2
O -0.876 3.651 -3.902 -0.2 -0.2 -0.1
C -1.026 3.048 -1.632 0.1 0.1 -0.1
C -1.628 2.270 -0.733 0.5 0.4 0.2
C -2.695 1.301 -1.123 -0.5 -0.4 -0.6
O -3.197 0.602 -0.259 0.3 0.2 0.4
O -1.312 2.307 0.580 -0.4 -0.2 -0.2
O -2.841 1.987 -4.725 0.6 0.4 0.5
H -3.881 0.543 -2.787 0.0 0.0 0.0
H -0.250 3.752 -1.362 0.0 0.0 0.0
H -1.895 1.644 1.002 0.1 -0.1 -0.1
H -2.265 2.639 -5.170 -0.1 -0.1 -0.1
```
Positions in Å, forces in eV/Å.

LUMO level = -0.17334 Ha
gap between HOMO and LUMO = 6.03 eV
electronic energy = -79412.2394 eV
net charge = +1


[2]
ORCA calculation (ωB97M-V/def2-TZVPD) on a structure of composition C47H68BN7O4S3SeSr at a distorted geometry.

```
132
Properties=species:S:1:pos:R:3:forces:R:3
Sr 0.507 0.601 -0.519 -0.9 0.2 -0.9
C 7.509 -1.095 2.506 0.0 0.0 0.0
C 6.363 -1.997 2.987 0.0 0.0 0.0
C 6.836 -3.458 2.968 0.0 0.0 0.0
C 6.040 -1.618 4.433 0.0 0.0 0.0
C 5.155 -1.826 2.071 -0.1 0.0 0.0
C 3.914 -1.387 2.511 0.0 0.0 0.0
C 2.864 -1.212 1.627 0.0 0.0 0.1
Se 1.197 -0.542 2.329 0.2 -0.1 0.2
C 1.832 1.145 2.996 0.0 0.0 0.0
C 2.196 1.240 4.328 0.0 0.0 0.0
C 2.653 2.432 4.875 0.0 0.0 0.0
C 2.719 3.529 4.014 0.0 0.0 0.0
C 2.368 3.484 2.671 -0.1 0.0 0.0
C 1.917 2.250 2.103 0.1 0.0 0.0
O 1.605 2.138 0.858 0.2 0.1 0.3
C 2.408 4.735 1.790 0.0 0.0 0.0
C 2.896 5.971 2.551 0.0 0.0 0.0
C 3.365 4.519 0.608 0.0 0.0 0.0
C 0.993 5.041 1.270 0.0 0.0 0.0
C 3.063 2.488 6.346 0.0 0.0 0.0
C 4.226 1.516 6.593 0.0 0.0 0.0
C 3.514 3.886 6.769 0.0 0.0 0.0
C 1.879 2.083 7.236 0.0 0.0 0.0
C 2.957 -1.472 0.231 0.1 0.0 0.2
O 1.963 -1.261 -0.553 0.0 -0.2 0.0
C 4.228 -1.957 -0.213 0.1 -0.2 -0.2
C 5.256 -2.105 0.707 0.0 0.0 0.0
C 4.525 -2.342 -1.681 -0.1 0.0 0.0
C 4.947 -3.822 -1.740 0.0 0.1 0.0
C 5.674 -1.473 -2.218 0.0 0.0 0.0
C 3.338 -2.182 -2.652 0.3 -0.2 0.0
H 8.383 -1.197 3.159 0.0 0.0 0.0
H 7.193 -0.050 2.507 0.0 0.0 0.0
H 7.812 -1.349 1.489 0.0 0.0 0.0
H 7.707 -3.592 3.619 0.0 0.0 0.0
H 7.114 -3.769 1.960 0.0 0.0 0.0
H 6.039 -4.119 3.312 0.0 0.0 0.0
H 6.929 -1.748 5.056 0.0 0.0 0.0
H 5.245 -2.245 4.841 0.0 0.0 0.0
H 5.722 -0.576 4.509 0.0 0.0 0.0
H 3.745 -1.146 3.553 0.0 0.0 0.0
H 2.108 0.349 4.943 0.0 0.0 0.0
H 3.059 4.474 4.415 0.0 0.0 0.0
H 3.913 5.842 2.931 0.0 0.0 0.0
H 2.241 6.216 3.391 0.0 0.0 0.0
H 2.899 6.826 1.871 0.0 0.0 0.0
H 4.381 4.337 0.971 0.0 0.0 0.0
H 3.382 5.410 -0.027 0.0 0.0 0.0
H 3.051 3.666 0.012 0.0 0.0 0.0
H 0.326 5.262 2.109 0.0 0.0 0.0
H 0.574 4.202 0.718 0.0 0.0 0.0
H 1.017 5.918 0.615 0.0 0.0 0.0
H 5.077 1.772 5.957 0.0 0.0 0.0
H 3.938 0.490 6.361 0.0 0.0 0.0
H 4.550 1.552 7.639 0.0 0.0 0.0
H 4.383 4.217 6.196 0.0 0.0 0.0
H 3.792 3.878 7.827 0.0 0.0 0.0
H 2.718 4.621 6.634 0.0 0.0 0.0
H 1.530 1.078 6.996 0.0 0.0 0.0
H 1.043 2.771 7.091 0.0 0.0 0.0
H 2.165 2.100 8.293 0.0 0.0 0.0
H 6.211 -2.464 0.335 0.0 0.0 0.0
H 5.836 -4.023 -1.140 0.0 0.0 0.0
H 5.162 -4.109 -2.774 0.0 0.0 0.0
H 4.139 -4.456 -1.371 0.0 0.0 0.0
H 6.591 -1.596 -1.639 0.0 0.0 0.0
H 5.394 -0.418 -2.186 0.0 0.0 0.0
H 5.890 -1.738 -3.258 0.0 0.0 0.0
H 2.482 -2.788 -2.356 0.0 0.0 0.0
H 3.668 -2.503 -3.651 0.0 0.0 0.2
H 2.995 -1.152 -2.712 0.0 0.0 0.0
C -1.455 1.944 3.724 0.0 0.1 0.0
C -1.891 0.568 3.341 0.0 0.0 0.0
N -2.081 0.190 2.122 -0.1 0.0 0.0
C -2.482 -1.122 2.040 0.0 0.0 0.0
C -2.589 -1.764 3.235 0.0 0.0 0.0
S -2.181 -0.688 4.506 0.0 0.0 0.0
C -2.824 -1.642 0.708 0.0 0.0 0.1
C -3.685 -2.655 0.425 0.0 0.1 0.0
S -3.901 -2.761 -1.272 0.0 0.0 0.0
C -2.808 -1.429 -1.498 -0.1 -0.1 0.1
N -2.319 -0.983 -0.386 0.2 0.0 -0.1
C -2.489 -0.884 -2.844 0.0 0.0 0.0
H -1.335 2.524 2.808 0.0 0.0 0.0
H -0.500 1.926 4.248 0.1 0.0 0.0
H -2.197 2.425 4.365 0.0 0.0 0.0
H -2.863 -2.789 3.419 0.0 0.0 0.0
H -4.231 -3.276 1.114 0.0 0.0 0.0
H -3.358 -0.923 -3.500 0.0 0.0 0.0
H -1.691 -1.472 -3.297 0.0 0.0 0.0
H -2.163 0.151 -2.726 0.0 0.0 0.0
N 0.496 0.616 -3.457 0.1 0.0 0.2
C 0.059 0.921 -4.495 0.0 -0.1 -0.1
N -0.427 1.326 -5.635 0.0 0.0 0.1
C -0.585 0.468 -6.616 0.0 -0.1 0.1
N -0.747 -0.228 -7.535 0.0 0.0 0.0
C 2.053 -1.681 -5.588 0.1 0.2 0.1
N 1.017 -2.165 -4.694 0.2 0.4 0.0
C 0.565 -3.405 -4.633 -0.1 -0.2 0.1
S -0.305 -3.992 -3.323 0.0 -0.1 0.0
N 0.873 -4.225 -5.705 -0.1 -0.1 -0.1
C 0.430 -3.821 -7.042 0.0 0.0 0.0
H 2.639 -0.942 -5.042 -0.1 -0.1 -0.1
H 1.639 -1.204 -6.475 -0.1 0.1 -0.1
H 2.700 -2.509 -5.881 0.0 0.0 0.0
H 0.793 -1.565 -3.910 -0.1 0.1 0.0
H 0.561 -5.156 -5.473 0.0 0.0 0.0
H 0.587 -2.759 -7.209 -0.1 -0.1 0.0
H -0.639 -4.014 -7.179 0.0 0.0 0.0
H 0.992 -4.377 -7.794 0.0 0.0 0.0
C -5.034 3.652 -1.636 0.0 0.0 0.0
C -4.079 2.877 -0.740 0.0 0.0 0.0
C -4.832 1.755 -0.026 0.0 0.0 0.0
O -3.076 2.261 -1.554 0.0 0.0 0.0
B -1.827 2.222 -0.876 0.0 0.3 0.1
O -1.989 3.066 0.268 -0.1 0.0 0.0
C -3.241 3.754 0.229 -0.1 0.0 0.0
C -3.800 3.849 1.641 0.0 0.0 0.0
C -2.976 5.159 -0.310 0.0 0.0 0.0
H -5.578 2.952 -2.272 0.0 0.0 0.0
H -4.491 4.341 -2.280 0.0 0.0 0.0
H -5.761 4.216 -1.043 0.0 0.0 0.0
H -5.250 1.086 -0.781 0.0 0.0 0.0
H -5.648 2.133 0.597 0.0 0.0 0.0
H -4.142 1.177 0.592 0.0 0.0 0.0
H -3.886 2.863 2.096 0.0 0.0 0.0
H -4.785 4.328 1.642 0.0 0.0 0.0
H -3.126 4.452 2.255 0.0 0.0 0.0
H -2.554 5.105 -1.314 0.0 0.0 0.0
H -2.240 5.641 0.336 0.0 0.0 0.0
H -3.882 5.772 -0.333 0.0 0.0 0.0
```
Positions in Å, forces in eV/Å.

LUMO level = 0.13304 Ha
gap between HOMO and LUMO = 4.80 eV
electronic energy = -167835.7575 eV
ΔE to the lowest compared entry with this formula, charge and spin = 1.477 eV
net charge = -2


[3]
ORCA calculation (ωB97M-V/def2-TZVPD) on a cluster of 8 separate species, C47H68N3O22PS2 in total at a distorted geometry.

```
143
Properties=species:S:1:pos:R:3:forces:R:3
C 0.679 -6.796 2.880 -0.5 -0.2 -0.4
C -0.259 -6.736 1.530 -2.5 -0.3 -1.5
C -1.782 -7.339 1.596 2.6 2.0 -2.6
C -2.784 -7.262 0.283 4.6 2.9 -1.8
P -4.575 -7.921 0.381 0.1 -0.1 -0.2
C -5.578 -6.546 1.289 -1.1 1.3 -0.3
O -5.180 -7.945 -1.253 -0.6 2.6 1.7
C -2.164 -6.598 -1.082 0.9 -0.5 3.3
C -0.618 -5.984 -1.145 0.2 -0.2 0.2
N -0.182 -5.386 -2.453 4.4 0.5 4.3
C 1.208 -4.818 -2.411 -2.3 -1.8 2.9
C 2.119 -4.873 -1.065 -0.5 -1.2 0.8
C 3.627 -4.155 -1.161 -1.1 0.8 -0.3
C 3.298 -2.548 -1.483 -0.1 0.0 1.3
C 4.291 -1.517 -0.651 -0.3 -2.3 -0.5
S 3.382 0.081 -0.295 0.0 0.3 -0.4
C 2.268 0.602 -1.708 -2.1 -1.1 -1.9
S 0.724 -0.105 -2.060 3.7 1.5 1.0
N 2.686 1.740 -2.614 2.8 -0.6 0.9
C 3.376 1.269 -3.874 1.5 -1.3 -4.8
C 4.619 0.204 -3.975 -0.9 1.2 -2.8
C 5.308 -0.246 -5.412 -3.7 3.2 -0.5
C 4.712 0.402 -6.801 -1.6 1.1 2.6
C 3.443 1.449 -6.799 1.5 -1.6 4.8
C 2.799 1.853 -5.331 2.6 -2.2 -0.3
C 3.484 2.774 -1.852 2.0 3.5 2.8
C 5.112 2.970 -1.872 -2.6 2.5 2.6
C 5.796 4.149 -0.910 -3.3 -0.7 -0.1
C 4.916 5.142 0.080 -2.2 -3.3 -2.6
C 3.279 4.951 0.093 2.3 -2.9 -2.6
C 2.617 3.790 -0.857 3.1 0.5 0.1
N 1.768 -5.496 0.257 -3.7 0.9 -6.7
C 0.369 -6.036 0.147 -1.5 -0.7 1.0
H 0.157 -6.162 3.730 1.0 -1.6 -1.7
H 0.793 -7.939 3.155 -0.3 2.4 -0.3
H 1.757 -6.360 2.752 -2.2 -0.8 -0.2
H -2.149 -7.796 2.625 0.8 1.0 -2.5
H -5.424 -6.551 2.449 0.0 -0.2 -2.2
H -6.738 -6.737 1.106 2.5 0.1 0.4
H -5.369 -5.462 0.887 -0.2 -2.0 0.8
H -5.803 -7.150 -1.407 1.6 -1.7 0.3
H -2.839 -6.511 -2.063 1.8 -0.2 2.5
H 1.649 -4.287 -3.377 -1.2 -1.4 2.3
H 4.217 -4.251 -0.128 -1.5 0.0 -2.4
H 4.254 -4.535 -2.078 -1.3 0.3 2.0
H 3.361 -2.303 -2.628 -0.4 -0.5 2.2
H 2.209 -2.361 -1.032 2.4 -0.2 -1.4
H 5.336 -1.398 -1.164 -2.0 0.1 0.9
H 4.481 -2.036 0.406 -0.5 1.5 -2.1
H 5.089 -0.254 -3.007 -1.1 1.0 -2.0
H 6.209 -0.994 -5.492 -2.1 1.7 0.4
H 5.181 0.151 -7.870 -1.0 0.4 2.8
H 2.958 1.939 -7.755 1.3 -1.3 2.1
H 1.889 2.589 -5.321 2.0 -1.6 0.1
H 5.791 2.285 -2.534 -1.5 1.6 1.4
H 6.988 4.194 -0.970 -3.0 0.1 0.3
H 5.407 5.945 0.777 -0.9 -1.8 -1.6
H 2.546 5.584 0.777 1.9 -1.5 -1.7
H 1.451 3.666 -0.823 2.5 0.2 -0.2
C -6.482 -4.331 7.992 -0.1 0.3 0.5
O -6.262 -5.068 6.791 0.5 -0.9 -0.1
C -5.574 -6.225 6.964 0.2 -0.2 0.5
O -5.153 -6.657 8.025 -0.6 0.6 -1.6
O -5.437 -6.819 5.751 -0.2 0.6 0.8
C -4.728 -8.056 5.780 0.3 -0.5 0.0
H -7.040 -3.426 7.736 0.1 -0.3 -0.2
H -7.080 -4.915 8.699 0.3 0.0 -0.1
H -5.530 -4.033 8.442 -0.2 -0.2 0.0
H -5.256 -8.789 6.399 0.2 0.2 0.0
H -3.706 -7.906 6.142 -0.2 -0.1 0.1
H -4.678 -8.441 4.758 -0.2 0.3 0.1
C 9.259 9.945 -3.053 0.6 0.0 0.0
O 7.834 9.939 -3.089 -0.6 -0.9 0.0
C 7.282 8.700 -3.141 0.2 -0.4 0.0
O 7.893 7.643 -3.158 -0.9 1.5 0.0
O 5.933 8.842 -3.171 1.1 0.2 0.0
C 5.215 7.611 -3.227 -0.3 -0.5 0.0
H 9.592 10.986 -3.012 -0.4 -0.1 0.0
H 9.625 9.432 -2.157 -0.1 0.0 -0.3
H 9.671 9.487 -3.958 -0.1 -0.1 0.2
H 5.419 7.004 -2.338 0.1 0.0 -0.3
H 5.464 7.059 -4.139 0.1 0.0 0.3
H 4.146 7.843 -3.246 0.3 0.2 0.0
C -4.547 2.005 7.108 0.0 0.4 0.3
O -4.533 0.965 6.131 0.4 -1.0 0.2
C -4.030 -0.213 6.578 0.2 -0.1 0.4
O -3.610 -0.433 7.703 -0.6 0.3 -1.6
O -4.076 -1.105 5.556 -0.1 0.9 0.7
C -3.575 -2.399 5.883 0.2 -0.5 0.1
H -4.968 2.900 6.642 0.1 -0.4 -0.2
H -5.180 1.728 7.957 0.3 0.0 -0.1
H -3.530 2.236 7.440 -0.2 -0.2 0.1
H -4.169 -2.852 6.684 0.2 0.1 0.0
H -2.519 -2.344 6.167 -0.2 0.0 0.1
H -3.659 -3.029 4.994 -0.1 0.4 0.0
C 10.348 13.830 1.438 -0.5 -0.2 0.4
O 11.352 14.414 0.611 0.7 -0.6 -0.8
C 11.982 13.535 -0.209 -0.2 -0.3 0.1
O 11.758 12.337 -0.282 0.3 1.7 0.1
O 12.903 14.220 -0.932 -0.7 -0.4 0.6
C 13.648 13.416 -1.845 0.3 -0.3 -0.3
H 9.911 14.623 2.051 0.3 0.0 -0.3
H 9.553 13.389 0.828 0.2 0.0 0.1
H 10.786 13.080 2.106 -0.1 0.0 -0.2
H 12.985 12.959 -2.587 0.1 -0.1 0.2
H 14.218 12.650 -1.309 -0.2 0.0 -0.1
H 14.354 14.066 -2.369 -0.3 0.1 0.3
C 4.994 15.813 3.204 0.2 0.3 0.4
O 4.402 15.137 2.097 0.6 -0.5 -0.7
C 5.292 14.524 1.276 0.3 0.0 0.0
O 6.506 14.514 1.414 -1.7 0.0 -0.2
O 4.599 13.926 0.275 0.4 0.6 1.0
C 5.413 13.237 -0.673 0.3 -0.3 -0.4
H 4.191 16.266 3.792 0.0 -0.2 -0.3
H 5.534 15.108 3.844 0.0 0.2 -0.2
H 5.659 16.611 2.858 0.0 -0.3 0.1
H 5.970 12.428 -0.188 0.0 0.3 -0.1
H 6.095 13.932 -1.174 0.0 -0.2 0.2
H 4.755 12.797 -1.427 -0.1 0.2 0.3
C -7.917 -9.196 -1.970 0.4 0.0 -0.5
O -8.618 -9.683 -0.827 -1.1 0.3 0.3
C -9.883 -9.208 -0.705 -0.1 0.3 0.0
O -10.435 -8.432 -1.469 0.9 -0.8 1.4
O -10.428 -9.747 0.415 0.6 0.3 -0.9
C -11.769 -9.334 0.673 -0.5 0.1 0.1
H -6.917 -9.640 -1.968 -0.3 0.0 0.3
H -8.425 -9.498 -2.892 0.0 0.2 0.2
H -7.810 -8.108 -1.923 -0.2 -0.2 -0.1
H -12.431 -9.641 -0.143 0.2 0.2 0.1
H -11.816 -8.251 0.825 0.0 -0.2 -0.2
H -12.103 -9.825 1.591 0.3 0.0 -0.2
C -10.956 -10.578 -3.322 0.3 0.4 -0.2
O -12.208 -11.260 -3.346 -0.9 0.1 -0.7
C -13.067 -10.816 -4.299 0.2 0.4 -0.3
O -12.851 -9.918 -5.097 -0.3 -1.3 1.1
O -14.208 -11.545 -4.209 0.9 0.4 0.1
C -15.210 -11.186 -5.159 -0.4 0.1 -0.3
H -10.349 -11.014 -2.524 -0.4 -0.2 -0.1
H -10.425 -10.713 -4.270 -0.2 0.1 0.1
H -11.099 -9.515 -3.105 0.0 -0.4 -0.3
H -14.849 -11.345 -6.180 0.0 0.2 0.2
H -15.523 -10.147 -5.015 0.2 -0.1 -0.1
H -16.077 -11.832 -4.996 0.3 0.0 0.2
```
Positions in Å, forces in eV/Å.

LUMO level = -0.04839 Ha
SMILES = Cc1cc(P(C)O)cc2ncc(CCCSC(=S)N(c3ccccc3)c3ccccc3)nc12.COC(=O)OC.COC(=O)OC.COC(=O)OC.COC(=O)OC.COC(=O)OC.COC(=O)OC.COC(=O)OC
gap between HOMO and LUMO = 6.73 eV
electronic energy = -130286.6122 eV